24
Properties=species:S:1:pos:R:3 method="wB97M-V/def2-TZVPD" lumo_ev=5.808 charge=-2 homo_lumo_gap_ev=5.62 relative_energy_ev=2.429
C -3.62 -0.13 0.25
C -2.66 -0.28 1.24
C -3.12 0.45 -0.96
C -1.41 0.16 1.12
C -1.82 0.90 -1.07
C -0.95 0.88 -0.02
C 4.12 -0.03 0.02
C 2.88 -0.52 0.22
C 0.62 -1.77 -0.16
C 1.76 -0.79 -0.57
O 0.36 -2.05 1.01
O 1.00 2.41 -1.26
O 0.28 -2.43 -1.14
O 1.07 1.97 1.29
P 0.70 1.50 -0.08
H -4.49 -0.71 0.31
H -2.95 -0.72 2.20
H -3.61 0.44 -1.88
H -0.58 -0.12 1.84
H -1.58 1.33 -2.07
H 4.72 0.09 0.95
H 4.58 0.40 -0.89
H 2.82 -0.49 1.34
H 1.87 -0.53 -1.68



12
Properties=species:S:1:pos:R:3 method="wB97M-V/def2-TZVPD" lumo_ev=0.341 smiles=CC(C)S homo_lumo_gap_ev=9.27 relative_energy_ev=4.667
C -0.89 -1.05 0.07
C 0.46 -0.04 -0.42
C 0.04 1.49 0.12
H -0.78 -1.99 -0.69
H -1.02 -1.23 1.20
H -1.93 -0.86 -0.37
H 0.24 -0.16 -1.62
H 1.22 2.12 0.17
H -0.70 2.05 -0.79
H -0.25 1.11 1.13
H 1.48 -1.10 1.26
S 2.15 -0.34 -0.05



67
Properties=species:S:1:pos:R:3 method="wB97M-V/def2-TZVPD" lumo_ev="-0.375 / -0.420" homo_lumo_gap_ev="7.01 / 6.96" multiplicity=4 s_squared=3.76
Co 0.61 -0.43 0.30
C 0.51 2.50 1.28
C 1.04 2.89 -0.10
C 2.09 1.95 -0.68
C -0.10 3.12 -1.06
C -0.21 4.45 -1.45
C -1.21 4.87 -2.29
C -2.11 3.93 -2.74
C -2.07 2.58 -2.39
C -3.23 1.84 -3.07
C -2.81 0.85 -4.18
C -4.35 1.37 -2.13
C -1.02 2.13 -1.51
N -0.81 0.82 -1.04
C -1.63 -0.13 -1.40
C -1.54 -1.47 -1.01
C -2.41 -2.51 -1.38
C -1.94 -3.65 -0.76
C -0.79 -3.28 -0.04
N -0.55 -1.97 -0.20
C 0.08 -4.16 0.82
C 0.05 -3.64 2.26
C -0.42 -5.61 0.79
C 1.52 -4.13 0.29
H 1.32 2.48 2.01
H 0.01 1.53 1.25
H -0.23 3.24 1.59
H 1.54 3.86 0.03
H 1.69 0.93 -0.82
H 2.96 1.90 -0.02
H 2.40 2.31 -1.66
H 0.51 5.16 -1.08
H -1.29 5.90 -2.60
H -2.89 4.28 -3.40
H -3.74 2.62 -3.65
H -2.15 0.04 -3.87
H -2.29 1.41 -4.96
H -3.70 0.42 -4.61
H -4.06 0.68 -1.34
H -5.13 0.89 -2.72
H -4.79 2.25 -1.65
H -2.47 0.06 -2.04
H -3.27 -2.42 -2.01
H -2.38 -4.62 -0.82
H -0.96 -3.69 2.65
H 0.37 -2.60 2.28
H 0.70 -4.23 2.89
H -1.43 -5.67 1.19
H 0.22 -6.23 1.41
H -0.42 -6.01 -0.22
H 1.88 -3.10 0.24
H 1.57 -4.55 -0.72
H 2.18 -4.70 0.94
Cl 5.57 1.81 5.04
C 4.23 1.11 4.21
C 2.95 1.18 4.80
C 1.87 0.66 4.14
C 1.99 0.06 2.85
O 0.94 -0.35 2.25
C 3.31 -0.03 2.30
C 3.52 -0.59 1.00
O 2.64 -0.93 0.19
C 4.41 0.49 3.01
H 2.83 1.66 5.76
H 0.88 0.71 4.57
H 4.57 -0.68 0.69
H 5.40 0.45 2.57



36
Properties=species:S:1:pos:R:3 method="wB97M-V/def2-TZVPD" lumo_ev="0.276 / -2.579" homo_lumo_gap_ev="6.06 / 4.59" multiplicity=5 s_squared=6.02
C 1.51 -1.86 -0.47
C 2.50 -1.21 0.32
C 2.00 -1.10 1.66
H 3.44 -0.80 -0.05
C 0.73 -1.77 1.69
C 0.42 -2.21 0.38
H -0.49 -2.71 0.08
H 1.56 -2.03 -1.55
H 2.51 -0.65 2.49
H 0.12 -1.92 2.57
Os 0.70 -0.13 0.37
Br 1.68 2.07 0.19
C -2.09 1.96 -0.96
C -2.17 0.55 -0.79
C -1.12 -0.06 -1.57
H -2.93 0.01 -0.24
C -0.47 1.01 -2.30
C -1.04 2.24 -1.89
H -0.75 3.23 -2.23
H -2.76 2.70 -0.51
H -1.07 -1.13 -1.83
H 0.24 0.86 -3.11
C -0.76 3.46 2.15
Si -0.56 1.69 2.81
C 1.02 1.59 3.85
C -2.01 1.51 3.99
O -0.70 0.42 1.76
H -1.07 4.09 2.99
H -1.54 3.56 1.38
H 0.16 3.90 1.74
H 0.90 2.25 4.72
H 1.17 0.57 4.23
H 1.92 1.89 3.30
H -2.97 1.64 3.47
H -2.03 0.50 4.43
H -1.97 2.24 4.81



Going through the records in order, we get electronic energy values of -27993.93730, -14071.25477, -86796.84659, -96220.29026 eV.